{
  "formula": "C5H14N2O",
  "method": "ωB97M-V/def2-TZVPD",
  "species": ["O", "N", "N", "C", "C", "C", "C", "C", "H", "H", "H", "H", "H", "H", "H", "H", "H", "H", "H", "H", "H", "H"],
  "xyz": [[0.93, -2.49, -0.91], [0.18, -0.30, -0.70], [1.39, 0.31, -0.96], [1.13, -1.48, 1.33], [-0.54, 1.57, 0.94], [0.29, -1.51, 0.05], [-1.77, 1.12, -1.21], [-1.01, 0.50, -0.04], [-1.69, -0.18, 0.48], [1.84, 0.78, -0.17], [0.06, 2.33, 0.44], [2.13, -1.12, 1.10], [-1.41, 2.07, 1.37], [-1.15, 1.85, -1.73], [-2.67, 1.62, -0.85], [1.31, 0.91, -1.78], [1.22, -2.50, 1.71], [0.67, -0.87, 2.10], [0.03, 1.15, 1.76], [-2.07, 0.35, -1.91], [-0.68, -1.97, 0.18], [1.79, -2.15, -1.18]],
  "total_energy_ev": -10438.3677,
  "max_force_ev_per_a": 3.92,
  "orbital_gap_ha": 0.35091,
  "e_homo_ev": -8.663,
  "de_lowest_kj_mol": 256.7
}